Molecular formula: C2H7NS2
Method: DFT, the ωB97M-V functional and the def2-TZVPD basis

XYZ file:
```
12
Properties=species:S:1:pos:R:3:forces:R:3:nbo_charge:R:1
S 1.27429 -0.66739 -0.85332 -0.65 -0.49 0.05 0.089
S -0.79394 -1.53862 -0.05195 -0.27 0.42 -0.55 0.438
N 1.71858 0.25445 0.46856 0.09 -0.32 0.24 -0.774
C 1.21672 1.60854 0.51717 -0.20 0.20 -0.18 -0.416
C -2.35250 -1.15140 -0.51569 0.95 -0.02 -0.10 -0.830
H 1.68505 2.16643 -0.29368 -0.08 0.14 0.06 0.202
H 1.63543 -0.24868 1.34289 0.12 0.04 -0.06 0.373
H -2.63969 -1.30330 -1.54600 -0.02 -0.08 -0.06 0.210
H -2.75785 -0.27594 -0.04090 -0.14 0.08 0.32 0.212
H -0.60180 -2.57078 -0.88418 0.09 -0.11 0.14 0.123
H 1.48640 2.06109 1.46725 0.08 0.08 0.08 0.199
H 0.12931 1.66561 0.38984 0.03 0.05 0.05 0.174
```
Forces are in eV/Å.

Values from the calculation:
ΔE to the lowest compared entry with this formula, charge and spin ... 2.853 eV
E_HOMO (spin up / spin down) ... -7.307 / -7.305 eV
Net charge ... 0